The following is a DFT calculation (ωB97M-V/def2-TZVPD) of a structure of composition C18H18N6O2Ru.

```
45
Properties=species:S:1:pos:R:3:forces:R:3:mulliken_spin:R:1
Ru -0.726 -0.046 -0.785 0.5 1.3 1.0 0.776
O 0.669 -0.694 -1.976 -0.4 -1.2 0.2 0.059
C 1.365 -0.096 -2.879 0.4 1.5 -0.5 0.012
C 2.263 -0.839 -3.667 0.2 0.0 -0.2 0.023
C 3.111 -0.227 -4.571 -0.6 -0.2 0.6 -0.017
C 3.114 1.162 -4.684 -0.2 0.7 0.1 0.027
C 2.234 1.923 -3.941 0.0 -0.2 -0.3 -0.017
C 1.287 1.337 -3.078 0.7 -1.4 0.0 -0.003
C 0.314 2.142 -2.451 -1.7 -0.3 0.9 -0.015
N -0.715 1.703 -1.733 2.3 0.9 -1.1 0.051
C -1.600 2.666 -1.106 -0.5 0.4 0.4 -0.013
C -2.854 1.918 -0.637 -0.1 0.7 -0.4 0.014
N -2.437 0.659 -0.050 -1.1 -1.2 1.5 0.043
C -3.216 0.065 0.843 0.7 1.0 -1.1 -0.025
C -3.001 -1.199 1.429 0.8 -1.1 0.1 0.016
C -3.940 -1.729 2.341 0.1 -0.2 0.1 -0.022
C -3.750 -2.943 2.967 -0.5 0.6 0.0 0.031
C -2.589 -3.678 2.738 0.5 0.4 -0.7 -0.017
C -1.658 -3.217 1.825 -0.2 -0.4 0.3 0.025
C -1.847 -2.018 1.116 -1.1 0.6 0.4 0.012
O -1.001 -1.692 0.202 0.9 -0.9 0.0 0.048
H 2.274 -1.908 -3.521 0.0 -0.1 0.0 0.000
H 3.771 -0.827 -5.178 0.1 0.0 0.0 -0.001
H 3.797 1.650 -5.359 0.1 0.0 -0.1 0.002
H 2.237 3.000 -4.027 0.0 0.1 -0.1 0.000
H 0.403 3.216 -2.611 -0.2 0.0 -0.1 0.000
H -1.868 3.476 -1.795 0.0 -0.1 0.1 -0.004
H -1.083 3.100 -0.234 -0.2 -0.1 -0.2 0.004
H -3.493 1.699 -1.506 0.1 0.1 0.2 0.001
H -3.432 2.527 0.069 0.1 -0.1 -0.1 -0.002
H -4.101 0.616 1.165 0.0 0.0 -0.1 -0.001
H -4.840 -1.161 2.527 -0.1 0.1 0.1 -0.002
H -4.511 -3.329 3.629 0.0 0.0 0.1 0.002
H -2.428 -4.619 3.241 0.0 -0.1 0.1 0.000
H -0.775 -3.793 1.596 0.1 0.0 -0.1 0.000
N 4.168 0.686 3.840 0.1 -0.1 0.1 0.001
C 3.147 0.190 3.136 -0.3 -0.4 0.0 0.001
N 2.700 -1.047 3.406 0.1 0.1 0.1 0.000
N 2.630 0.940 2.196 1.2 0.8 0.4 -0.001
C 1.595 0.781 1.486 -1.1 0.1 -0.5 0.010
N 0.638 0.858 0.826 -0.9 -0.9 -1.2 -0.018
H 4.592 0.178 4.597 0.0 0.0 -0.1 0.000
H 4.484 1.621 3.651 -0.1 0.0 -0.1 0.000
H 3.110 -1.620 4.124 0.0 0.0 -0.1 0.000
H 1.963 -1.434 2.841 0.0 0.0 0.1 0.000
```
Forces are in eV/Å.

Summary:
E_LUMO (spin up / spin down) ... -0.13981 / -0.14210 hartree
HOMO-LUMO gap (spin up / spin down) ... 6.59 / 6.88 eV
2S+1 ... 2
E_HOMO (spin up / spin down) ... -10.39 / -10.75 eV
Total charge ... +1